Entry 1:
Molecular formula: C21H15Cl5O2Ru
Method: DFT, ωB97M-V with the def2-TZVPD basis set

LUMO level (spin up / spin down) in eV: -3.7 / -5.0
Net charge: +1
Multiplicity: 2
E_HOMO (spin up / spin down) in eV: -11.483 / -11.572
Frontier orbital gap (spin up / spin down) in Ha: 0.2862 / 0.2397
Relative energy (zero: lowest compared OMol25 entry of this formula, charge and spin) in eV: 0.0000

Last column: Mulliken spin population.
Cartesian coordinates (Å):
Ru  -0.490  0.730  0.707  0.738
C  -3.195  2.182  -0.962  -0.003
C  -2.487  1.976  0.342  0.028
C  -2.798  0.911  1.190  0.008
C  -2.118  0.728  2.422  0.009
C  -1.104  1.596  2.812  -0.024
C  -0.692  2.611  1.922  0.044
C  -1.365  2.772  0.695  -0.016
H  -2.815  1.487  -1.713  0.003
H  -3.037  3.192  -1.333  0.001
H  -4.264  2.012  -0.848  0.002
H  -3.580  0.218  0.908  0.007
H  -2.386  -0.093  3.065  -0.002
H  -0.575  1.433  3.741  0.001
H  0.133  3.262  2.176  0.003
H  -1.023  3.526  -0.002  -0.004
Cl  2.596  1.692  -0.030  0.006
C  2.482  0.554  1.268  -0.073
C  1.232  0.065  1.655  0.096
C  1.225  -0.883  2.682  -0.005
Cl  -0.235  -1.669  3.195  0.001
C  2.398  -1.285  3.327  -0.007
Cl  2.350  -2.434  4.599  -0.001
C  3.624  -0.760  2.930  0.008
Cl  5.067  -1.240  3.714  0.001
C  3.668  0.157  1.883  -0.006
Cl  5.174  0.788  1.366  0.001
C  -0.474  -3.368  -0.745  -0.001
C  -0.336  -1.879  -0.833  0.011
O  -0.590  -1.258  0.218  0.014
C  0.063  -1.239  -2.062  -0.001
C  0.345  -2.025  -3.199  -0.006
C  0.690  -1.454  -4.396  0.024
C  0.754  -0.060  -4.490  -0.014
C  0.477  0.737  -3.403  0.028
C  0.136  0.168  -2.168  0.007
O  -0.094  1.021  -1.183  0.116
H  -0.782  -3.635  0.262  0.000
H  0.479  -3.848  -0.973  0.000
H  -1.210  -3.732  -1.462  0.000
H  0.290  -3.102  -3.126  0.001
H  0.909  -2.072  -5.255  0.001
H  1.027  0.402  -5.430  0.000
H  0.532  1.815  -3.466  0.000

***

Entry 2:
Molecular formula: C21H15N3O3
Method: DFT, ωB97M-V with the def2-TZVPD basis set

LUMO level in eV: -0.5
Structure (SMILES): Cc1c(C(=O)c2nocc2C(=O)c2ccccc2)cnn1-c1ccccc1
Net charge: 0
E_HOMO in eV: -8.943
Frontier orbital gap in Ha: 0.3104
Relative energy (zero: lowest compared OMol25 entry of this formula, charge and spin) in eV: 2.9180

Last column: natural (NBO) charge in e.
Cartesian coordinates (Å):
C  1.460  1.665  0.664  -0.656
C  1.226  0.304  1.261  0.234
C  0.411  -0.653  0.806  -0.269
C  -0.515  -0.636  -0.346  0.547
O  -0.158  -0.044  -1.406  -0.521
C  -1.919  -1.207  -0.183  0.052
N  -2.498  -1.418  1.000  -0.074
O  -3.742  -2.106  0.824  -0.270
C  -3.898  -2.325  -0.505  0.163
C  -2.819  -1.808  -1.178  -0.224
C  -2.564  -1.929  -2.620  0.551
O  -2.343  -3.087  -2.980  -0.518
C  -2.662  -0.786  -3.609  -0.190
C  -2.757  0.533  -3.204  -0.087
C  -2.750  1.618  -4.048  -0.253
C  -2.624  1.361  -5.401  -0.170
C  -2.404  0.034  -5.871  -0.226
C  -2.515  -1.042  -4.985  -0.144
C  0.499  -1.746  1.736  0.007
N  1.271  -1.450  2.735  -0.237
N  1.731  -0.225  2.480  -0.204
C  2.737  0.340  3.281  0.210
C  2.642  0.194  4.633  -0.235
C  3.605  0.788  5.499  -0.191
C  4.638  1.590  4.981  -0.220
C  4.764  1.663  3.577  -0.199
C  3.849  1.016  2.742  -0.255
H  1.678  2.424  1.428  0.233
H  0.562  1.994  0.116  0.247
H  2.338  1.681  0.012  0.236
H  -4.739  -2.885  -0.925  0.233
H  -2.804  0.707  -2.134  0.203
H  -2.855  2.657  -3.752  0.223
H  -2.659  2.186  -6.117  0.214
H  -2.174  -0.166  -6.916  0.219
H  -2.370  -2.078  -5.307  0.236
H  -0.050  -2.668  1.667  0.219
H  1.832  -0.419  5.028  0.239
H  3.517  0.620  6.583  0.219
H  5.367  2.021  5.624  0.218
H  5.596  2.226  3.133  0.218
H  4.095  1.061  1.677  0.224

***

Entry 3:
Molecular formula: C21H15NO3
Method: DFT, ωB97M-V with the def2-TZVPD basis set

LUMO level in eV: -0.1
Structure (SMILES): Oc1oc(/C=N/c2ccc(Oc3ccccc3)cc2)c2ccccc12
Net charge: 0
E_HOMO in eV: -7.204
Frontier orbital gap in Ha: 0.2593
Relative energy (zero: lowest compared OMol25 entry of this formula, charge and spin) in eV: 2.5757

Last column: natural (NBO) charge in e.
Cartesian coordinates (Å):
O  -5.887  -2.042  1.488  -0.624
C  -4.759  -1.387  1.849  0.607
O  -3.455  -1.605  1.341  -0.393
C  -2.664  -0.665  1.935  0.191
C  -1.186  -0.493  1.704  0.097
N  -0.590  -1.210  0.805  -0.437
C  0.768  -1.081  0.359  0.093
C  0.939  -1.383  -0.980  -0.189
C  2.217  -1.419  -1.505  -0.263
C  3.356  -0.913  -0.787  0.296
O  4.510  -0.606  -1.455  -0.501
C  4.474  0.057  -2.639  0.331
C  5.097  -0.536  -3.766  -0.272
C  4.922  0.036  -5.048  -0.201
C  4.168  1.220  -5.218  -0.234
C  3.609  1.855  -3.986  -0.184
C  3.648  1.254  -2.771  -0.285
C  3.167  -0.470  0.578  -0.232
C  1.832  -0.486  1.139  -0.220
C  -3.366  0.094  2.785  -0.098
C  -3.284  1.214  3.722  -0.200
C  -4.335  1.872  4.303  -0.194
C  -5.636  1.461  4.005  -0.237
C  -5.769  0.455  3.145  -0.179
C  -4.718  -0.238  2.626  -0.163
H  -5.528  -2.694  0.875  0.495
H  -0.682  0.329  2.248  0.171
H  0.166  -1.681  -1.709  0.232
H  2.246  -1.489  -2.620  0.224
H  5.534  -1.461  -3.703  0.221
H  5.229  -0.432  -5.958  0.214
H  4.058  1.647  -6.270  0.222
H  3.007  2.755  -4.108  0.210
H  3.120  1.773  -2.049  0.229
H  3.937  -0.020  1.011  0.208
H  1.612  -0.098  2.124  0.216
H  -2.322  1.578  4.011  0.202
H  -4.218  2.663  5.015  0.215
H  -6.414  1.900  4.555  0.211
H  -6.802  0.247  2.949  0.219

***

Entry 4:
Molecular formula: C21H16BBr2F6NO10S
Method: DFT, ωB97M-V with the def2-TZVPD basis set

LUMO level in eV: 1.1
Net charge: -2
E_HOMO in eV: -0.575
Frontier orbital gap in Ha: 0.0628

Last column: natural (NBO) charge in e.
Cartesian coordinates (Å):
O  1.919  -6.898  -1.149  -0.488
C  1.161  -6.165  -0.303  0.894
N  0.158  -5.582  0.434  -0.554
C  -0.269  -4.244  -0.143  0.054
C  -1.480  -4.180  -1.057  -0.158
Br  -2.543  -5.819  -1.558  0.051
C  -2.029  -2.729  -1.682  0.486
O  -2.489  -2.614  -2.937  -0.552
C  -1.898  -1.444  -0.619  -0.110
C  -3.002  -0.234  -0.495  0.061
C  -4.349  -0.244  -1.466  -0.865
B  -4.320  0.886  -2.661  1.249
O  -5.539  1.748  -2.788  -0.966
O  -3.183  1.075  -3.583  -0.942
C  -2.707  0.971  0.627  -0.072
C  -3.811  2.223  0.710  -0.555
C  -5.272  1.746  1.314  0.476
O  -6.415  2.331  0.872  -0.552
Br  -5.435  0.275  2.662  0.031
C  -1.375  0.950  1.637  -0.027
C  -1.092  2.105  2.785  -0.505
C  -0.784  3.599  2.184  0.031
F  -1.702  4.541  2.928  -0.421
C  -0.281  -0.309  1.508  0.038
C  1.048  -0.420  2.512  -0.448
C  2.163  0.710  2.036  -0.413
C  2.277  0.893  0.408  -0.481
C  3.664  1.639  -0.091  0.641
F  3.655  1.622  -1.602  -0.326
F  3.583  3.062  0.330  -0.360
C  5.044  0.882  0.366  0.923
F  5.937  0.802  -0.847  -0.276
F  4.866  -0.511  0.845  -0.309
F  5.782  1.756  1.350  -0.351
C  -0.548  -1.502  0.367  -0.105
C  0.497  -2.799  0.206  0.464
O  1.826  -2.707  0.301  -0.537
H  -4.531  -1.293  -1.990  0.300
H  -5.328  -0.060  -0.809  0.250
H  -5.428  2.603  -2.276  0.497
H  -2.625  1.867  -3.323  0.505
H  -3.898  2.767  -0.349  0.249
H  -3.424  3.077  1.449  0.278
H  -0.225  1.844  3.528  0.243
H  -2.085  2.140  3.447  0.248
H  -1.088  3.695  1.057  0.193
H  0.312  3.978  2.421  0.203
H  1.476  -1.506  2.593  0.267
H  0.745  -0.107  3.623  0.210
H  1.879  1.765  2.504  0.196
H  3.177  0.395  2.551  0.238
H  1.386  1.591  0.029  0.237
H  2.177  -0.107  -0.195  0.291
O  5.419  -1.679  -3.675  -0.960
S  6.885  -1.613  -3.532  2.553
O  7.313  -0.203  -3.496  -1.023
O  7.521  -2.290  -4.676  -1.021
O  7.287  -2.280  -2.280  -0.983

***

Entry 5:
Molecular formula: C21H16Cl2CrN6O2
Method: DFT, ωB97M-V with the def2-TZVPD basis set

LUMO level (spin up / spin down) in eV: -4.0 / -3.8
Net charge: +1
Multiplicity: 4
E_HOMO (spin up / spin down) in eV: -10.333 / -10.406
Frontier orbital gap (spin up / spin down) in Ha: 0.2338 / 0.2426
Relative energy (zero: lowest compared OMol25 entry of this formula, charge and spin) in eV: 0.4705

Last column: natural (NBO) charge in e.
Cartesian coordinates (Å):
Cr  0.042  0.568  0.509  1.329
Cl  5.413  -3.563  0.498  0.050
C  3.817  -2.940  0.315  -0.069
C  3.523  -1.695  0.857  -0.216
C  2.248  -1.172  0.714  0.092
N  1.780  0.085  1.160  -0.661
C  2.388  0.826  2.133  0.645
O  3.478  0.659  2.631  -0.558
C  1.489  1.958  2.599  0.139
C  1.886  2.842  3.577  -0.196
C  0.989  3.816  3.991  -0.113
C  -0.271  3.869  3.412  -0.236
C  -0.595  2.949  2.433  0.075
N  0.270  2.010  2.036  -0.529
C  1.261  -1.908  0.052  0.197
C  1.559  -3.142  -0.497  -0.277
C  2.840  -3.659  -0.367  -0.055
Cl  3.180  -5.203  -1.056  0.048
N  -0.034  -1.306  -0.004  -0.702
C  -0.636  -1.399  -1.284  0.681
O  -1.460  -2.199  -1.638  -0.526
C  -0.195  -0.270  -2.183  0.103
C  -0.236  -0.304  -3.558  -0.192
C  0.275  0.780  -4.259  -0.115
C  0.783  1.862  -3.557  -0.222
C  0.764  1.834  -2.174  0.085
N  0.292  0.782  -1.503  -0.459
H  4.288  -1.140  1.377  0.268
H  2.878  2.739  3.994  0.266
H  1.267  4.524  4.760  0.241
H  -0.997  4.611  3.712  0.244
H  -1.564  2.945  1.951  0.223
H  0.798  -3.724  -1.000  0.243
H  -0.638  -1.178  -4.052  0.259
H  0.282  0.780  -5.340  0.245
H  1.190  2.721  -4.069  0.249
H  1.137  2.662  -1.586  0.220
C  -4.104  -1.906  0.551  -0.398
N  -3.866  -0.707  -0.270  -0.433
C  -4.422  -0.681  -1.629  -0.398
C  -2.897  0.083  0.049  0.666
N  -2.024  0.798  0.340  -0.572
H  -5.176  -2.027  0.686  0.222
H  -3.628  -1.784  1.520  0.229
H  -3.684  -2.777  0.049  0.230
H  -5.506  -0.749  -1.560  0.225
H  -4.031  -1.522  -2.201  0.228
H  -4.155  0.252  -2.116  0.223

***

Number 1: largest force on an atom 0.8 eV Å⁻¹. Number 2: largest force on an atom 3.7 eV Å⁻¹. Number 3: largest force on an atom 6.3 eV Å⁻¹. Number 4: largest force on an atom 11.3 eV Å⁻¹. Number 5: largest force on an atom 0.5 eV Å⁻¹.